94
Properties=species:S:1:pos:R:3 method="wB97M-V/def2-TZVPD" gap_ev=9.0 e_tot_ev=-105257.9816 total_charge=+1
O -2.5398 3.3568 1.6318
O -3.1188 3.7237 -0.6671
C 1.6283 2.6787 0.4481
C -0.4471 -3.5045 -5.3911
H -2.0680 -6.2301 -5.7802
H 5.9551 2.9200 -4.3251
H 3.9864 0.0577 6.1687
F 0.3215 -1.4554 -4.4553
C 4.8057 -0.9718 -3.0458
F -5.8163 0.8790 9.2056
C 0.0565 -6.5373 -5.7289
H 1.1459 3.1961 -1.9609
O -4.5969 -0.7553 7.4105
O 2.3710 2.2281 -0.6862
O -5.1242 -1.9876 1.1318
C -0.6311 1.2792 -1.4875
H -3.1457 0.8255 4.4060
S -4.6833 -0.7789 0.5144
H 3.8743 -2.4068 6.3927
C 1.1565 -0.2659 -1.9432
F -0.5192 0.5662 3.0506
H -3.0849 -0.5708 5.4702
C 3.3586 -1.9080 5.5740
H 0.0950 -6.8568 -4.6872
C -5.1429 1.4578 8.2136
C -2.6872 2.5293 -1.2395
H 2.4409 -2.4554 5.3598
C -1.1574 -5.6678 -5.9721
O -5.1533 0.3487 1.2608
H 7.0517 0.8432 -6.2853
C 3.0640 -0.4693 5.9374
H 0.0243 -7.4188 -6.3670
H -5.4575 -1.1260 4.8468
H -2.0700 0.0978 -2.1724
F -5.9470 2.3662 7.6413
C 0.7030 0.9304 3.4674
H 2.2498 2.0375 -2.6840
H -5.5273 0.3026 3.8293
O 2.4741 0.2387 4.8217
C 6.2760 1.2251 -5.6266
H 6.9716 3.2556 -5.7320
H -3.1042 2.5213 -2.2441
H 2.4194 -0.3984 6.8117
F 1.5234 0.8335 2.3987
B -2.3891 4.0530 0.4924
H 0.9778 -5.9937 -5.9374
H -1.2015 -5.3159 -7.0013
H 3.9834 -1.9565 4.6815
C -3.7504 0.1789 5.0421
H -0.9424 3.1151 -2.0447
F 0.6395 2.2287 3.7973
H 0.9548 1.8856 0.7327
C 1.6008 2.2140 -1.8353
F 3.7790 -0.7774 -2.1895
H 2.0668 -0.1318 -2.5166
F -0.5837 -2.8683 -3.0907
O -4.2761 1.0281 6.0780
H 2.5078 -0.5166 -0.4487
H 2.2650 2.8931 1.2884
F 4.5824 -2.1213 -3.6904
O -1.5333 5.1322 0.5203
C -0.6295 -2.3954 -4.3456
C -2.8896 -0.7434 0.4828
F -1.8172 -1.7758 -4.4889
H -1.5668 0.8981 0.5732
C -4.6540 0.4174 7.1954
H -1.1480 5.1897 -0.3627
H -5.1561 -0.7631 -0.7646
O 6.0540 0.1920 -4.6382
N 0.6093 1.1194 -1.7458
N -1.4711 0.1808 -1.3517
O -1.1856 -4.5471 -5.0581
O 0.4409 -0.5894 5.3161
O 4.0039 0.9955 -4.1841
H -4.4435 -1.0275 3.4048
O -3.2211 1.4753 -0.4859
H -2.6007 -0.7703 1.5265
C 6.7302 2.5124 -4.9741
H -2.0017 3.7387 2.3375
H 0.9852 3.5139 0.1848
N 1.5625 -0.8081 -0.6554
C 4.8981 0.2097 -4.0189
N -1.1988 2.5339 -1.2508
C -2.2724 0.5058 -0.1581
C -4.8585 -0.4562 4.2297
H 7.6121 2.3376 -4.3577
H 1.0066 -0.4215 0.0975
H 5.3800 1.3706 -6.2276
F 5.9152 -1.1282 -2.3236
H 0.4523 -0.9210 -2.3995
F -4.0966 2.1138 8.7476
H -2.4637 -1.6247 0.0143
O 0.2389 -3.3910 -6.3608
C 1.1744 0.0772 4.6524

14
Properties=species:S:1:pos:R:3 method="wB97M-V/def2-TZVPD" gap_ev=9.2 smiles="CCS/C=N/N" e_above_lowest_kcal_mol=55.7 e_tot_ev=-17054.3161
N -1.2496 0.3903 2.9579
H -0.6139 -0.4630 0.7290
H 0.3778 0.0794 -3.2356
H 1.0346 -1.0198 -0.3550
H -1.6306 0.9863 3.6708
S 0.5856 1.3461 -0.3603
H 2.1234 -0.0160 -1.4028
H -0.6100 -0.2190 3.4526
H 0.5297 -1.5676 -2.5902
C 1.0581 -0.2022 -1.1345
H -0.7866 -0.5497 -2.1191
C 0.1903 -0.5644 -2.3622
C -0.3399 0.5916 0.8567
N -0.6690 1.2080 1.8925